--- a ---
Computed, not measured: the molecule C8H14BN, with ωB97M-V with the def2-TZVPD basis set.

Results
Kohn-Sham gap (alpha / beta) (eV): 7.470 / 7.405
LUMO level (alpha / beta) (hartree): 0.0011 / 0.0085
Spin multiplicity: 1
Highest occupied orbital energy (alpha / beta) (eV): -7.44 / -7.17

Cartesian coordinates (Å):
N  1.920  -0.074  0.135
C  3.049  0.856  0.239
C  -1.833  -0.571  0.200
C  -2.411  1.698  -0.845
C  2.491  -1.283  -0.656
C  -2.187  0.723  -0.090
C  -0.533  -0.922  0.326
C  -0.045  1.513  0.747
C  -2.940  -1.627  0.444
B  0.582  0.217  0.400
H  -2.616  -2.687  0.487
H  -0.263  -1.978  0.272
H  3.205  1.235  -0.810
H  -3.174  -1.370  1.508
H  3.373  -1.566  -0.136
H  -2.226  2.718  -0.783
H  0.065  2.454  0.068
H  2.520  -1.051  -1.714
H  2.803  1.659  0.933
H  4.085  0.365  0.363
H  -2.977  1.643  -1.794
H  -3.846  -1.605  -0.199
H  1.602  -2.053  -0.744
H  -0.644  1.706  1.650


--- b ---
Computed, not measured: the molecule C8H14BN, with ωB97M-V with the def2-TZVPD basis set.

Results
Kohn-Sham gap (eV): 7.987
LUMO level (hartree): 0.0198
Spin multiplicity: 1
Highest occupied orbital energy (eV): -7.45
SMILES: C=C(C)C(=C)/C=B\N(C)C

Cartesian coordinates (Å):
N  2.312  0.001  -0.289
C  -1.390  1.062  0.309
C  2.693  -0.383  1.035
C  -2.301  2.042  0.434
C  -3.172  -0.834  0.573
C  0.053  1.286  0.305
C  -1.467  -0.887  -1.099
C  -1.988  -0.182  -0.094
C  3.105  -0.763  -1.145
B  1.249  0.856  -0.240
H  -3.347  2.070  0.360
H  0.324  2.114  0.823
H  2.800  -0.892  -2.267
H  1.958  0.001  1.728
H  3.632  0.014  1.199
H  4.102  -0.222  -1.285
H  -3.917  -0.088  0.636
H  3.340  -1.719  -0.732
H  -3.442  -1.714  -0.065
H  2.793  -1.450  1.077
H  -0.642  -0.483  -1.601
H  -1.936  -1.819  -1.694
H  -2.792  -1.066  1.500
H  -1.966  3.058  0.532


Energies relative to the most stable structure are a 0.608; b 0.000, reported in eV.


--- a ---
Computed, not measured: the ion C6H11N2 with charge +1, with ωB97M-V with the def2-TZVPD basis set.

Results
Kohn-Sham gap (alpha / beta) (eV): 8.602 / 9.004
LUMO level (alpha / beta) (hartree): -0.1631 / -0.1622
Spin multiplicity: 1
Highest occupied orbital energy (alpha / beta) (eV): -13.04 / -13.42
Charge: +1

Cartesian coordinates (Å):
N  -0.918  -0.031  0.536
N  1.168  -1.009  0.949
C  0.843  -1.419  -0.417
C  2.221  1.109  -0.035
C  1.522  -0.173  -0.273
C  -2.194  0.811  0.310
C  0.786  1.087  -0.254
C  -0.641  -1.001  -0.576
H  2.043  -1.403  1.314
H  -2.743  0.385  -0.534
H  0.283  -0.711  1.516
H  0.144  1.285  -1.102
H  1.225  -2.394  -0.845
H  -2.836  0.742  1.199
H  2.800  1.200  0.835
H  2.530  1.670  -0.851
H  -1.393  -1.753  -0.338
H  -1.967  1.882  0.227
H  -0.823  -0.814  -1.734


--- b ---
Computed, not measured: the ion C6H11N2 with charge +1, with ωB97M-V with the def2-TZVPD basis set.

Results
Kohn-Sham gap (eV): 10.474
LUMO level (hartree): -0.1697
Spin multiplicity: 1
Highest occupied orbital energy (eV): -15.09
Charge: +1
SMILES: CC1=NC[N+](C)=C1C

Cartesian coordinates (Å):
N  -1.213  1.472  -0.448
N  0.869  0.581  0.037
C  -1.313  0.223  -0.245
C  0.082  -0.430  0.025
C  0.123  1.878  -0.440
C  2.340  0.452  0.312
C  -2.611  -0.426  -0.005
C  0.388  -1.823  0.209
H  -3.214  -0.295  -0.870
H  0.458  2.200  -1.372
H  -0.169  -2.333  -0.649
H  0.320  2.669  0.250
H  2.445  -0.233  1.236
H  -3.165  0.212  0.752
H  2.841  0.128  -0.710
H  1.485  -2.087  0.008
H  2.729  1.517  0.432
H  -2.406  -1.387  0.359
H  0.012  -2.320  1.116


Energies relative to the most stable structure are a 6.392; b 0.000, reported in eV.


--- a ---
Computed, not measured: the ion C6H11N2 with charge +1, with ωB97M-V with the def2-TZVPD basis set.

Results
Kohn-Sham gap (eV): 10.954
LUMO level (hartree): -0.1291
Spin multiplicity: 1
Highest occupied orbital energy (eV): -14.47
Charge: +1
SMILES: [H]/N=C1/C[NH2+]CC12CC2

Cartesian coordinates (Å):
N  1.278  1.349  -0.046
N  -2.256  0.846  0.193
C  -0.025  -1.677  0.896
C  -0.712  -1.878  -0.447
C  -1.014  0.584  0.138
C  -0.110  -0.546  -0.069
C  1.199  -0.020  -0.700
C  -0.156  1.812  0.210
H  1.237  0.283  -1.704
H  -2.759  -0.021  0.126
H  -0.558  -1.694  1.946
H  2.016  -0.567  -0.381
H  1.669  1.314  0.838
H  0.973  -2.052  1.004
H  1.842  1.886  -0.712
H  -0.439  2.478  -0.670
H  -1.891  -2.015  -0.585
H  -0.166  2.513  1.067
H  -0.127  -2.594  -1.103


--- b ---
Computed, not measured: the ion C6H11N2 with charge +1, with ωB97M-V with the def2-TZVPD basis set.

Results
Kohn-Sham gap (alpha / beta) (eV): 5.358 / 5.503
LUMO level (alpha / beta) (hartree): -0.2850 / -0.2804
Spin multiplicity: 1
Highest occupied orbital energy (alpha / beta) (eV): -13.11 / -13.13
Charge: +1

Cartesian coordinates (Å):
N  -1.005  -0.084  0.493
N  1.696  -0.664  0.813
C  1.107  -1.469  0.082
C  1.618  0.659  0.787
C  -0.357  0.133  -0.661
C  0.928  1.084  -0.469
C  0.101  -1.278  -1.032
C  -2.276  0.274  0.820
H  -2.829  -0.577  1.134
H  -0.816  0.834  -1.419
H  -2.026  0.811  1.734
H  -2.877  0.809  0.101
H  2.634  1.010  0.686
H  1.106  1.136  1.703
H  1.417  0.883  -1.513
H  0.469  -1.412  -2.139
H  1.411  -2.487  0.345
H  -0.826  -1.807  -1.009
H  0.523  2.146  -0.455


--- c ---
Computed, not measured: the ion C6H11N2 with charge +1, with ωB97M-V with the def2-TZVPD basis set.

Results
Kohn-Sham gap (eV): 9.858
LUMO level (hartree): -0.1234
Spin multiplicity: 1
Highest occupied orbital energy (eV): -13.22
Charge: +1
SMILES: C=CN1CC[NH+]=C1C

Cartesian coordinates (Å):
N  -0.866  0.451  1.555
N  0.221  -0.033  -0.274
C  1.043  1.006  0.347
C  0.286  1.331  1.646
C  -0.845  -0.292  0.464
C  1.637  -0.324  -2.195
C  0.562  -0.634  -1.486
C  -1.894  -1.276  0.132
H  -0.132  -1.391  -1.814
H  2.049  0.622  0.532
H  1.114  1.867  -0.322
H  0.870  1.102  2.541
H  -0.033  2.374  1.698
H  -1.468  -2.275  0.041
H  -2.660  -1.295  0.902
H  2.351  0.425  -1.903
H  -1.580  0.418  2.265
H  -2.362  -1.028  -0.820
H  1.832  -0.833  -3.120


Energies relative to the most stable structure are a 2.600; b 6.498; c 0.000, reported in eV.


--- a ---
Computed, not measured: a cluster of 2 separate species, CH4NOP in total, with ωB97M-V with the def2-TZVPD basis set.

Results
Kohn-Sham gap (alpha / beta) (eV): 8.009 / 8.094
LUMO level (alpha / beta) (hartree): -0.0624 / -0.0598
Spin multiplicity: 1
Highest occupied orbital energy (alpha / beta) (eV): -9.71 / -9.72

Cartesian coordinates (Å):
P  -1.593  0.534  0.064
O  1.435  0.982  0.104
N  -0.232  -0.541  -0.156
C  1.036  -0.155  0.133
H  -0.722  1.618  0.277
H  -0.111  -2.209  0.522
H  -1.577  0.721  -1.245
H  1.763  -0.949  0.301


--- b ---
Computed, not measured: a cluster of 2 separate species, CH4NOP in total, with ωB97M-V with the def2-TZVPD basis set.

Results
Kohn-Sham gap (eV): 10.983
LUMO level (hartree): 0.0323
Spin multiplicity: 1
Highest occupied orbital energy (eV): -10.10
SMILES: C#[N+][O-].P

Cartesian coordinates (Å):
P  -0.675  1.938  0.046
O  2.361  -1.486  0.003
N  1.266  -1.654  -0.394
C  0.172  -1.691  -0.760
H  -0.775  -1.969  -1.106
H  -1.810  2.146  0.816
H  -0.706  0.570  0.267
H  0.167  2.147  1.128


Energies relative to the most stable structure are a 0.408; b 0.000, reported in eV.


--- a ---
Computed, not measured: a cluster of 16 separate species, C5H41NO15 in total, with ωB97M-V with the def2-TZVPD basis set.

Results
Kohn-Sham gap (eV): 8.415
LUMO level (hartree): 0.0030
Spin multiplicity: 1
Highest occupied orbital energy (eV): -8.33

Cartesian coordinates (Å):
O  2.991  1.820  2.982
O  -0.361  -3.111  3.587
O  -2.116  0.456  -3.006
O  0.740  3.387  2.115
O  2.659  -3.444  1.307
O  3.682  0.307  -0.758
O  -0.336  4.108  -1.039
O  -2.053  3.039  1.457
O  -0.470  2.537  -3.425
O  2.088  -0.943  3.115
O  2.050  2.954  -1.543
O  -0.576  -3.898  1.021
O  -3.077  2.513  -0.855
O  -2.907  -3.603  0.017
O  -3.425  -0.872  -1.323
N  0.130  -2.498  -2.072
C  0.817  -1.239  -1.811
C  0.026  -1.051  0.578
C  0.619  -0.592  -0.691
C  1.447  -0.587  -2.940
C  -0.582  0.011  1.477
H  0.514  -3.026  3.916
H  -0.367  4.471  -1.999
H  -0.008  2.728  1.907
H  -2.563  2.855  0.619
H  -4.154  -1.402  -1.604
H  -0.919  1.683  -3.412
H  1.722  0.483  -2.845
H  2.255  -1.150  -3.347
H  2.376  -0.767  3.981
H  -0.795  -1.708  0.372
H  -3.861  2.594  -1.422
H  -2.286  -0.033  -3.783
H  -1.504  -0.115  2.155
H  0.769  -1.531  1.310
H  3.776  -0.645  -0.576
H  2.058  2.859  -0.665
H  2.601  -2.567  0.878
H  1.042  0.446  -0.470
H  1.171  3.174  -1.714
H  -2.253  -3.116  0.665
H  -0.828  0.995  0.819
H  0.448  2.351  -3.273
H  3.409  -3.418  1.763
H  2.298  2.519  2.963
H  0.614  -0.653  -3.775
H  2.871  0.644  -0.319
H  3.553  2.260  2.257
H  -2.586  3.608  1.860
H  0.440  4.263  2.153
H  -3.466  -1.070  -0.388
H  -1.136  3.620  -0.970
H  -0.982  -2.631  4.143
H  -0.478  -3.632  1.916
H  -2.819  1.603  -1.214
H  1.580  -0.158  2.851
H  0.272  -4.395  0.780
H  0.801  -3.164  -2.418
H  0.111  0.199  2.274
H  -2.530  -4.465  0.058
H  -2.012  -0.157  -2.272
H  -0.479  -2.847  -1.364


--- b ---
Computed, not measured: a cluster of 15 separate species, C5H41NO15 in total, with ωB97M-V with the def2-TZVPD basis set.

Results
Kohn-Sham gap (eV): 9.077
LUMO level (hartree): -0.0055
Spin multiplicity: 1
Highest occupied orbital energy (eV): -9.23

Cartesian coordinates (Å):
O  -3.862  1.320  2.583
O  1.984  -1.129  -3.561
O  -1.137  -2.149  -1.803
O  2.448  3.567  -1.020
O  -3.639  -1.534  0.213
O  -1.747  0.010  -3.134
O  -3.447  1.628  -1.921
O  -2.510  -1.001  2.842
O  -1.259  -3.291  1.538
O  -0.992  3.780  0.715
O  2.602  -2.451  0.330
O  0.817  -3.932  -0.884
O  2.863  2.477  1.364
O  3.965  -0.519  -1.148
O  1.829  1.465  -2.747
N  1.935  -0.275  1.851
C  0.979  -0.817  2.845
C  0.503  1.423  0.679
C  -1.395  2.767  -0.158
C  1.189  0.108  0.621
C  -0.996  1.318  0.187
H  -1.281  3.548  1.666
H  0.271  -1.486  2.409
H  2.174  -2.932  -0.391
H  2.527  -1.087  1.609
H  0.560  -0.793  0.273
H  -1.656  0.979  -2.995
H  1.936  2.200  -2.042
H  -3.473  2.189  2.526
H  3.521  -1.205  -0.649
H  -2.928  -2.167  0.127
H  0.079  -3.279  -0.948
H  -3.458  1.790  -0.982
H  -1.444  0.927  1.111
H  -3.577  0.686  -2.063
H  1.308  2.017  -3.351
H  -2.130  -0.115  -3.998
H  -1.552  -2.605  -2.589
H  -3.351  0.724  3.103
H  0.574  -4.577  -0.220
H  1.713  -1.323  3.607
H  -3.065  -1.788  2.920
H  2.550  2.213  2.229
H  -1.653  -1.382  3.016
H  -1.353  -3.787  0.728
H  -0.817  3.128  -1.034
H  1.658  -0.251  -3.696
H  3.216  3.111  -0.577
H  0.588  -0.030  3.448
H  3.675  -0.543  -2.067
H  1.942  3.598  -0.133
H  0.426  1.913  1.640
H  3.167  -3.056  0.818
H  -3.298  -1.069  1.012
H  1.924  -0.036  -0.208
H  -1.262  0.675  -0.650
H  3.595  1.870  1.197
H  1.541  -1.636  -2.879
H  -0.723  -1.362  -2.265
H  -2.497  2.799  -0.276
H  -0.627  -2.616  1.271
H  1.072  1.991  -0.090


Energies relative to the most stable structure are a 0.488; b 0.000, reported in eV.